ORCA calculation (the ωB97M-V functional and the def2-TZVPD basis) on a cluster of 2 separate species, C2H4N4S in total.

Positions of all 11 atoms, in Å:
C (-2.119, -0.841, 0.378)
C (2.378, 1.103, -0.378)
N (-2.346, 0.290, -0.204)
N (-0.830, -1.012, 0.598)
N (-1.143, 0.876, -0.267)
N (-0.210, 0.136, 0.109)
S (2.725, -0.461, -0.238)
H (-2.864, -1.617, 0.407)
H (2.793, 1.560, -1.390)
H (1.800, 1.733, 0.349)
H (-0.184, -1.767, 0.637)

Values from the calculation:
E_HOMO: -8.7 eV
HOMO-LUMO gap: 8.4 eV
Energy above the lowest of the compared OMol25 structures with the same formula, charge and spin: 76.3 kcal per mole
SMILES string: c1nnn[nH]1.C=S

ORCA calculation (the ωB97M-V functional and the def2-TZVPD basis) on an isolated molecule of C2H4N6.

Positions of all 12 atoms, in Å:
C (0.392, 0.474, -0.116)
C (-1.621, 0.856, 0.032)
H (2.275, -1.354, 0.209)
H (3.478, 0.074, 0.086)
H (-2.602, 1.497, -0.167)
H (-2.771, -0.739, 0.337)
N (2.470, -0.228, 0.300)
N (1.654, 0.684, -0.099)
N (-0.612, 1.446, -0.289)
N (-1.763, -0.425, 0.544)
N (-0.990, -1.358, -0.307)
N (0.090, -0.928, -0.530)

Values from the calculation:
E_HOMO: -8.4 eV
HOMO-LUMO gap: 8.8 eV
Energy above the lowest of the compared OMol25 structures with the same formula, charge and spin: 78.6 kcal per mole
SMILES string: N/N=c1/nc[nH]nn1

ORCA calculation (the ωB97M-V functional and the def2-TZVPD basis) on a cluster of 2 separate species, C2H4NO in total.

Positions of all 8 atoms, in Å:
C (-0.290, 0.722, 0.092)
C (-0.223, -0.754, -0.012)
N (0.891, 0.069, 0.122)
O (2.069, 0.076, -0.018)
H (-0.584, 1.502, -1.102)
H (-0.718, 1.114, 0.983)
H (-0.688, -1.384, 0.911)
H (-0.457, -1.345, -0.976)

Values from the calculation:
E_HOMO: -17.8 eV
HOMO-LUMO gap: 9.7 eV
Total charge: +1
Energy above the lowest of the compared OMol25 structures with the same formula, charge and spin: 114.6 kcal per mole

ORCA calculation (the ωB97M-V functional and the def2-TZVPD basis) on the ion C2H4NO with charge +1.

Positions of all 8 atoms, in Å:
C (0.122, 0.053, 0.019)
C (-0.218, 0.533, 1.077)
N (0.379, -0.608, -1.226)
O (-0.510, 1.281, 2.097)
H (1.052, 0.034, -1.668)
H (-0.550, -0.443, -1.752)
H (0.739, -1.638, -1.291)
H (-1.014, 0.788, 2.744)

Values from the calculation:
E_HOMO: -15.0 eV
HOMO-LUMO gap: 10.5 eV
Total charge: +1
Energy above the lowest of the compared OMol25 structures with the same formula, charge and spin: 33.8 kcal per mole
SMILES string: [NH3+]C#CO

ORCA calculation (the ωB97M-V functional and the def2-TZVPD basis) on the ion C2H4NO2 with charge -1.

Positions of all 9 atoms, in Å:
C (1.057, 0.228, 0.153)
N (-0.102, -0.686, 0.203)
C (-1.310, -0.181, -0.487)
O (-2.378, -0.455, 0.065)
O (-1.059, 0.420, -1.548)
H (1.944, -0.264, 0.568)
H (1.297, 0.468, -0.883)
H (0.846, 1.141, 0.730)
H (-0.296, -0.672, 1.198)

Values from the calculation:
E_HOMO: -4.0 eV
HOMO-LUMO gap: 8.4 eV
Total charge: -1
Energy above the lowest of the compared OMol25 structures with the same formula, charge and spin: 2.9 kcal per mole
SMILES string: CNC(=O)[O-]

ORCA calculation (the ωB97M-V functional and the def2-TZVPD basis) on a cluster of 2 separate species, C2H4NO2 in total.

Positions of all 9 atoms, in Å:
C (1.524, -0.636, 0.014)
C (0.654, 0.379, -0.226)
N (-2.331, 0.184, 0.580)
O (-2.657, -0.053, -0.625)
O (-1.242, 0.815, 0.804)
H (1.097, -1.612, -0.291)
H (2.215, -0.724, 0.767)
H (0.784, 1.327, 0.097)
H (-0.042, 0.319, -1.119)

Values from the calculation:
<S²>: 2.0133
E_HOMO (spin up / spin down): -0.9 / -3.8 eV
HOMO-LUMO gap (spin up / spin down): 5.6 / 8.2 eV
Multiplicity: 3
Total charge: -1
Energy above the lowest of the compared OMol25 structures with the same formula, charge and spin: 44.7 kcal per mole

ORCA calculation (the ωB97M-V functional and the def2-TZVPD basis) on a cluster of 2 separate species, C2H4NO2 in total.

Positions of all 9 atoms, in Å:
C (0.508, 1.233, 0.035)
C (-1.057, -1.272, 0.002)
N (1.478, 0.518, -0.078)
O (2.428, -0.078, -0.138)
O (0.111, -1.442, -0.077)
H (0.661, 2.395, 0.081)
H (-0.635, 1.041, 0.075)
H (-1.798, -2.135, 0.368)
H (-1.696, -0.260, -0.269)

Values from the calculation:
E_HOMO: -15.5 eV
HOMO-LUMO gap: 8.1 eV
Total charge: +1
Energy above the lowest of the compared OMol25 structures with the same formula, charge and spin: 121.5 kcal per mole

ORCA calculation (the ωB97M-V functional and the def2-TZVPD basis) on the ion C2H4NO2 with charge +1.

Positions of all 9 atoms, in Å:
C (-1.472, -0.069, -0.096)
C (-0.076, -0.047, -0.580)
N (0.969, 0.195, 0.316)
O (-2.461, 0.516, 0.350)
O (-0.824, -1.223, -0.235)
H (0.144, 0.034, -1.667)
H (1.201, 1.199, 0.643)
H (1.866, -0.377, 0.157)
H (0.653, -0.228, 1.112)

Values from the calculation:
E_HOMO: -15.8 eV
HOMO-LUMO gap: 11.2 eV
Total charge: +1
Energy above the lowest of the compared OMol25 structures with the same formula, charge and spin: 47.7 kcal per mole
SMILES string: [NH3+][C@H]1OC1=O

ORCA calculation (the ωB97M-V functional and the def2-TZVPD basis) on an isolated molecule of C2H4NO2P.

Positions of all 10 atoms, in Å:
C (0.548, -0.346, 0.592)
C (-0.647, -0.240, -0.378)
N (-0.065, -2.369, 1.520)
O (0.169, -1.031, 1.752)
O (-0.638, -2.730, 0.425)
P (-1.254, -2.020, -0.829)
H (1.442, -0.705, -0.061)
H (0.707, 0.618, 0.940)
H (-1.540, 0.351, 0.065)
H (-0.576, 0.277, -1.305)

Values from the calculation:
E_HOMO (spin up / spin down): -8.7 / -8.0 eV
HOMO-LUMO gap (spin up / spin down): 8.2 / 8.2 eV
Energy above the lowest of the compared OMol25 structures with the same formula, charge and spin: 142.4 kcal per mole

ORCA calculation (the ωB97M-V functional and the def2-TZVPD basis) on a cluster of 2 separate species, C2H4NO3 in total.

Positions of all 10 atoms, in Å:
C (-0.337, -1.796, 0.083)
N (-1.053, -0.990, -0.840)
O (-0.598, -2.946, 0.304)
H (0.494, -1.256, 0.582)
H (-0.393, -0.473, -1.418)
H (-1.551, -0.245, -0.355)
O (0.202, 2.382, -0.758)
C (0.533, 2.040, 0.392)
O (1.253, 1.083, 0.760)
H (0.122, 2.647, 1.247)

Values from the calculation:
E_HOMO: -4.4 eV
HOMO-LUMO gap: 8.5 eV
Total charge: -1
Energy above the lowest of the compared OMol25 structures with the same formula, charge and spin: 24.0 kcal per mole

ORCA calculation (the ωB97M-V functional and the def2-TZVPD basis) on a cluster of 2 separate species, C2H4NO3P in total.

Positions of all 11 atoms, in Å:
C (0.364, -0.338, -0.597)
C (-0.663, 0.651, -0.215)
N (-0.674, -0.738, 0.356)
O (-1.599, -1.736, 0.019)
O (2.158, 1.927, 2.666)
O (1.987, 3.677, 0.954)
P (1.200, 2.705, 1.788)
H (0.471, -1.117, -1.558)
H (1.420, -0.342, -0.011)
H (-1.441, 0.780, -0.973)
H (-0.376, -0.589, 1.279)

Values from the calculation:
<S²>: 2.0102
E_HOMO (spin up / spin down): 3.4 / 0.7 eV
HOMO-LUMO gap (spin up / spin down): 3.7 / 5.4 eV
Multiplicity: 3
Total charge: -2
Energy above the lowest of the compared OMol25 structures with the same formula, charge and spin: 70.8 kcal per mole

ORCA calculation (the ωB97M-V functional and the def2-TZVPD basis) on an isolated molecule of C2H4NOP.

Positions of all 9 atoms, in Å:
C (0.407, -1.286, -0.024)
C (0.175, 1.038, -0.436)
N (-0.867, -1.204, 0.046)
O (1.167, -0.199, -0.140)
P (-1.472, 0.430, -0.029)
H (0.930, -2.145, 0.316)
H (0.582, 1.714, 0.306)
H (0.356, 1.223, -1.464)
H (-1.278, 0.428, 1.425)

Values from the calculation:
E_HOMO: -9.3 eV
HOMO-LUMO gap: 10.2 eV
Energy above the lowest of the compared OMol25 structures with the same formula, charge and spin: 21.6 kcal per mole
SMILES string: C1=NPCO1

Number 1: molar mass 116.1 g mol⁻¹. Number 2: molar mass 112.1 g mol⁻¹. Number 3: molar mass 58.1 g mol⁻¹. Number 4: molar mass 58.1 g mol⁻¹. Number 5: molar mass 74.1 g mol⁻¹. Number 6: molar mass 74.1 g mol⁻¹. Number 7: molar mass 74.1 g mol⁻¹. Number 8: molar mass 74.1 g mol⁻¹. Number 9: molar mass 105.0 g mol⁻¹. Number 10: molar mass 90.1 g mol⁻¹. Number 11: molar mass 121.0 g mol⁻¹. Number 12: molar mass 89.0 g mol⁻¹.